Entry from the OMol25 dataset: a molecular structure, C5H7N at a distorted geometry (ωB97M-V/def2-TZVPD).

```
13
Properties=species:S:1:pos:R:3:forces:R:3
C 1.03629 -0.66582 -1.15236 0.1192 -0.0593 -0.2693
N -0.18805 -0.12957 -0.60531 -0.3291 0.0744 -0.3799
C -0.10866 0.37996 1.61851 -0.1234 0.0630 0.2269
C -0.80194 -0.43267 0.66218 0.2993 -0.4759 0.1581
C -1.69127 0.81130 0.58159 0.4258 -0.0289 0.2964
C -0.91304 0.99834 -0.63790 0.2189 0.0769 0.0255
H 0.80116 -1.24710 -2.04339 0.2058 -0.0147 -0.1068
H 1.47685 -1.33044 -0.40123 -0.1515 0.1301 -0.1688
H 1.77214 0.10729 -1.38513 -0.1547 -0.0327 -0.0616
H 0.13728 -0.02081 2.60192 -0.9716 0.6102 0.3306
H 0.49863 1.21256 1.31320 0.3890 -0.3317 -0.3304
H -1.18456 -1.42396 0.88665 0.1835 0.0341 -0.0232
H -0.83484 1.74092 -1.43872 -0.1112 -0.0456 0.3025
```
Forces are in eV/Å.

Output
* HOMO energy: -7.84 eV
* energy relative to the best compared isomer or geometry (same formula, charge and spin): 599.76 kJ/mol
* multiplicity: 1
* orbital gap: 7.93 eV

=====

Entry from the OMol25 dataset: a single C5H7N molecule at a distorted geometry (ωB97M-V/def2-TZVPD).

```
13
Properties=species:S:1:pos:R:3:forces:R:3
C 0.53439 0.01479 -1.08975 0.8148 -0.7143 0.8945
C -0.62480 0.88270 -0.99734 -0.4974 0.4961 -0.3009
C -1.30934 0.67696 0.18389 0.4314 0.0314 0.6914
C -0.46986 0.05857 1.11365 -0.9245 0.2572 0.0624
N 1.16783 -1.57144 0.92978 0.4567 -1.2290 0.1002
C 0.86732 -0.29189 0.57864 -0.2404 1.5522 -1.3415
H 1.37626 0.37897 -1.68550 -0.0797 -0.0633 0.2273
H 0.27599 -0.99566 -1.40539 -0.0523 0.0601 -0.1978
H -0.84286 1.69217 -1.69122 -0.0378 -0.3027 0.0340
H -2.28713 1.08307 0.42825 0.1757 -0.0613 -0.0500
H -0.73424 -0.17904 2.13949 0.0279 0.0639 -0.1655
H 0.38909 -2.17166 0.64398 0.0422 0.0157 -0.0412
H 1.65735 0.42247 0.85152 -0.1166 -0.1059 0.0870
```
Forces are in eV/Å.

Output
* HOMO energy (alpha / beta): -7.48 / -9.13 eV
* energy relative to the best compared isomer or geometry (same formula, charge and spin): 370.04 kJ/mol
* multiplicity: 1
* orbital gap (alpha / beta): 7.10 / 8.96 eV

=====

Entry from the OMol25 dataset: a molecular structure, C5H7N (ωB97M-V/def2-TZVPD).

```
13
Properties=species:S:1:pos:R:3:forces:R:3
C 0.68141 -1.54026 -0.36280 -0.2268 0.0702 -0.1985
C 0.31826 -0.53198 0.62311 -0.1610 0.3437 0.4562
C 0.70263 -0.13090 1.82075 0.0169 -0.0688 -0.0911
C -0.71938 -0.11338 -0.41819 0.0024 0.3538 0.1967
C -0.57485 1.26996 -1.01987 -0.0124 -0.3066 0.0543
N -0.17544 -1.21259 -1.26524 0.1542 -0.3818 -0.3544
H 1.40587 -2.33609 -0.39940 0.1862 -0.2313 -0.1009
H 0.22266 0.69520 2.31877 -0.1169 0.1540 0.0501
H 1.51185 -0.61335 2.34409 0.1445 -0.1066 0.0613
H -1.75508 -0.31192 -0.13242 0.0365 -0.0464 0.0032
H 0.46270 1.45477 -1.29025 0.0753 0.0441 -0.0166
H -0.89381 2.02351 -0.30362 -0.0293 0.1066 0.0244
H -1.18682 1.34704 -1.91490 -0.0695 0.0691 -0.0848
```
Forces are in eV/Å.

Output
* HOMO energy: -9.81 eV
* energy relative to the best compared isomer or geometry (same formula, charge and spin): 192.50 kJ/mol
* multiplicity: 1
* orbital gap: 10.59 eV

=====

Entry from the OMol25 dataset: a single C5H7N molecule at a distorted geometry (ωB97M-V/def2-TZVPD).

```
13
Properties=species:S:1:pos:R:3:forces:R:3
C 2.77046 -0.00976 -0.15617 -0.1285 0.2049 -0.2765
C 1.60564 0.02840 0.12372 0.1382 -0.0176 0.5343
C 0.22881 0.02546 0.56985 -0.1236 -0.1694 -0.3610
C -0.77489 1.05420 -0.02736 0.5232 0.6098 0.2425
N -1.75503 -0.02274 -0.05838 -1.0124 0.2227 -0.1950
C -0.71232 -1.03905 -0.01881 -0.3876 -1.1595 -0.3841
H 3.77423 0.03583 -0.49151 0.1703 -0.0964 0.0297
H 0.12045 -0.04247 1.65294 0.3069 0.2917 -0.0244
H -1.04946 1.89406 0.64034 0.1993 -0.2533 -0.5327
H -0.40508 1.41626 -1.01879 -0.3667 -0.1661 0.6164
H -2.42061 -0.03150 -0.82754 0.2931 -0.0824 0.1771
H -0.44343 -1.40865 -1.03609 0.2093 0.1984 0.6765
H -0.93877 -1.90004 0.64780 0.1785 0.4171 -0.5027
```
Forces are in eV/Å.

Output
* HOMO energy: -9.05 eV
* energy relative to the best compared isomer or geometry (same formula, charge and spin): 285.96 kJ/mol
* multiplicity: 1
* SMILES string: C#CC1CNC1
* orbital gap: 10.16 eV

=====

Entry from the OMol25 dataset: a single C5H7N molecule (ωB97M-V/def2-TZVPD).

```
13
Properties=species:S:1:pos:R:3:forces:R:3
C 1.79537 0.06469 0.27292 0.0194 -0.0161 0.0721
C 0.30991 0.19368 0.09676 -0.1997 0.1008 0.0333
C -0.63906 -0.95257 -0.10352 0.0289 0.0744 0.0128
N -1.85203 -0.24258 -0.49406 -0.2526 0.1492 0.0380
C -1.84641 1.07616 -0.32506 0.3716 -0.4106 -0.1023
C -0.42339 1.32147 0.04051 0.0674 0.0438 -0.0369
H 2.16589 0.78869 1.00492 -0.0605 -0.1047 -0.0919
H 2.11021 -0.93593 0.58514 -0.1318 0.1331 0.0013
H 2.30367 0.28195 -0.67618 -0.1345 -0.0801 0.1487
H -0.31902 -1.74833 -0.78653 -0.0741 0.2728 -0.0436
H -2.69502 -0.75871 -0.70190 0.0632 0.1503 0.0609
H -0.87937 -1.40578 0.86556 0.3583 -0.1965 0.0122
H -0.03075 2.31726 0.22144 -0.0557 -0.1165 -0.1046
```
Forces are in eV/Å.

Output
* HOMO energy: -8.08 eV
* energy relative to the best compared isomer or geometry (same formula, charge and spin): 216.00 kJ/mol
* multiplicity: 1
* orbital gap: 8.92 eV

=====

Entry from the OMol25 dataset: a single C5H7N molecule at a distorted geometry (ωB97M-V/def2-TZVPD).

```
13
Properties=species:S:1:pos:R:3:forces:R:3
C 2.36212 -1.11146 -0.07000 -0.3733 0.1169 -0.0786
C 1.22782 -0.70747 -0.06303 0.4276 -0.1843 -0.0302
C -0.07078 -0.07478 -0.05864 0.2515 0.3338 -0.0241
C -0.21969 1.23947 -0.78680 0.2033 0.2112 -0.0901
C -0.99642 -0.11146 1.08976 -0.3264 -0.2775 -0.0130
N -1.33194 -0.77649 -0.23657 -0.1326 -0.0032 0.3873
H 3.37407 -1.44957 -0.10207 -0.1904 -0.0183 0.0435
H 0.03897 1.11767 -1.83904 0.1466 0.1466 0.0626
H 0.36972 2.01994 -0.30603 0.0997 0.1022 -0.2175
H -1.28693 1.48412 -0.72920 0.3358 0.1433 -0.0981
H -1.04037 -0.76057 1.95068 0.8799 -0.2574 -0.0528
H -1.30038 0.91207 1.34986 -0.9348 -0.6531 -0.4833
H -1.12619 -1.78146 -0.19893 -0.3869 0.3398 0.5942
```
Forces are in eV/Å.

Output
* HOMO energy: -9.19 eV
* energy relative to the best compared isomer or geometry (same formula, charge and spin): 325.75 kJ/mol
* multiplicity: 1
* SMILES string: C#C[C@]1(C)CN1
* orbital gap: 10.28 eV

=====

Entry from the OMol25 dataset: a molecular structure, C5H7N at a distorted geometry (ωB97M-V/def2-TZVPD).

```
13
Properties=species:S:1:pos:R:3:forces:R:3
N -1.54133 0.57757 0.33386 2.9278 -1.5986 1.0850
C -1.33074 0.81985 -0.89546 -0.1520 -0.0383 0.5803
C 0.09295 0.23352 -1.06638 0.0794 0.0709 -0.4477
C 0.86594 0.75680 0.18595 0.2768 0.2282 -0.1616
C 0.03830 -0.26617 0.92657 -0.5312 0.3530 -0.5812
C 0.04326 -1.13078 -0.30989 0.0727 -0.2775 -0.2883
H 0.54135 0.29837 -2.05660 -0.1521 0.0383 0.0923
H 1.91693 0.47101 0.09876 -0.0248 -0.0268 0.0634
H 0.77417 1.80789 0.47541 0.0480 -0.1751 -0.1215
H 0.21710 -0.61689 1.96268 -0.6222 0.3998 -0.4978
H -1.80937 0.50845 1.27692 -2.0867 0.9077 0.2565
H -0.80033 -1.80720 -0.47471 0.1716 0.1160 -0.0396
H 0.99177 -1.65240 -0.45712 -0.0075 0.0022 0.0603
```
Forces are in eV/Å.

Output
* HOMO energy: -7.79 eV
* energy relative to the best compared isomer or geometry (same formula, charge and spin): 492.84 kJ/mol
* multiplicity: 1
* orbital gap: 8.80 eV

=====

Entry from the OMol25 dataset: a single C5H7N molecule (ωB97M-V/def2-TZVPD).

```
13
Properties=species:S:1:pos:R:3:forces:R:3
C -1.01381 1.06355 -1.83965 -0.0253 0.0089 0.1022
C -1.07972 0.99395 -0.53230 -0.0114 -0.0290 0.3600
N -1.15720 0.95346 0.68817 0.0206 0.0302 -0.7756
C -0.22559 0.10830 1.46276 0.1725 -0.0961 0.1898
C 0.35369 -1.03498 0.67667 0.1206 0.0226 -0.1170
C 1.51949 -0.97316 0.04224 -0.1174 -0.0150 0.0921
H -0.35234 1.78072 -2.31124 -0.1101 -0.0546 0.0766
H -1.59624 0.38927 -2.45589 0.0336 0.0990 0.1012
H -0.77581 -0.24913 2.33802 0.0742 0.0523 -0.1382
H 0.56870 0.76909 1.82806 -0.0998 -0.0928 -0.0502
H -0.27413 -1.91947 0.57355 0.0966 0.1037 0.0089
H 2.15184 -0.08893 0.10234 -0.0918 -0.1224 0.0344
H 1.88113 -1.79267 -0.57272 -0.0623 0.0931 0.1159
```
Forces are in eV/Å.

Output
* HOMO energy: -8.88 eV
* energy relative to the best compared isomer or geometry (same formula, charge and spin): 212.10 kJ/mol
* multiplicity: 1
* SMILES string: C=C=NCC=C
* orbital gap: 9.98 eV